(1)
# C22H26AuBF4N8OS2

C22H26AuBF4N8OS2 as an isolated structure (wB97M-V/def2-TZVPD, the Open Molecules 2025 dataset).

Each line ends with the Löwdin charge.
Element x y z (Å)
Au  -0.1600  -0.2486  0.0255  1.315
S  -4.2835  -3.9138  5.2683  1.127
N  -3.2987  -2.6497  5.3773  -0.203
C  -2.8179  -2.3561  4.1745  -0.283
C  -1.9229  -1.2908  3.8417  -0.044
C  -1.4522  -0.3399  4.7563  0.077
C  -0.6447  0.6852  4.3070  0.031
C  -0.2816  0.7108  2.9620  -0.072
N  -0.6625  -0.2259  2.1183  0.033
C  -1.5084  -1.1958  2.4945  -0.113
C  -2.0038  -2.0950  1.4860  -0.126
N  -1.5892  -1.9232  0.2221  0.013
C  -2.0769  -2.6579  -0.7535  -0.071
C  -3.0291  -3.6515  -0.5319  0.016
C  -3.4576  -3.8848  0.7578  0.068
C  -2.9409  -3.1033  1.7995  -0.049
C  -3.3172  -3.2444  3.1729  -0.283
N  -4.1425  -4.1489  3.6871  -0.204
H  -1.7396  -0.4150  5.7957  0.142
H  -0.2912  1.4574  4.9706  0.134
H  0.3140  1.5136  2.5543  0.128
H  -1.6938  -2.4476  -1.7404  0.126
H  -3.4119  -4.2220  -1.3637  0.130
H  -4.1878  -4.6492  0.9824  0.140
O  -0.1734  0.4003  -2.1314  -0.562
S  -1.3567  1.2822  -2.4811  1.083
C  -1.9056  0.6981  -4.1439  -0.244
C  -1.5546  1.8007  -5.1274  -0.209
C  -1.4921  3.1177  -4.3489  -0.210
C  -0.6567  2.8453  -3.1213  -0.256
H  -2.9779  0.5440  -4.0663  0.102
H  -1.4085  -0.2472  -4.3380  0.099
H  -2.3025  1.8575  -5.9175  0.129
H  -0.5862  1.6015  -5.5863  0.125
H  -2.4886  3.4478  -4.0539  0.132
H  -1.0330  3.9007  -4.9552  0.136
H  -0.7521  3.6015  -2.3499  0.104
H  0.3895  2.6669  -3.3593  0.109
C  2.7030  -0.7134  -1.0517  -0.167
N  2.1361  0.1270  0.0290  -0.129
C  2.5091  1.5299  -0.2485  -0.156
N  3.9437  1.6603  -0.3173  -0.077
C  4.4684  0.8421  -1.4000  -0.131
N  4.1335  -0.5473  -1.1264  -0.075
C  4.7477  -0.9587  0.1272  -0.131
N  4.2158  -0.1294  1.2024  -0.075
C  2.7863  -0.2767  1.2975  -0.165
C  4.5557  1.2631  0.9402  -0.132
H  2.2320  -0.4252  -1.9934  0.124
H  2.4706  -1.7629  -0.8488  0.138
H  2.1099  2.1788  0.5346  0.138
H  2.0625  1.8209  -1.2012  0.126
H  5.5511  0.9563  -1.4624  0.145
H  4.0207  1.1569  -2.3452  0.140
H  5.8306  -0.8316  0.0699  0.146
H  4.5194  -2.0101  0.3191  0.140
H  2.4053  0.3521  2.1073  0.121
H  2.5355  -1.3196  1.5095  0.138
H  5.6402  1.3606  0.8765  0.145
H  4.1863  1.8932  1.7515  0.140
F  -2.6895  2.8844  -0.8715  0.136
B  -2.2321  2.1701  0.1966  -1.357
F  -0.7822  2.1787  0.1241  -0.005
F  -2.6205  2.5785  1.4075  0.223
F  -2.5439  0.8019  -0.0107  0.033

ΔE to the lowest compared entry with this formula, charge and spin in eV: 1.3528
Strongest force on any atom in hartree/bohr: 0.0711
Net charge: +2
Molar mass in g/mol: 766.41
HOMO energy (alpha / beta) in eV: -14.466 / -14.464

---

(2)
# C13H4Cl5O4Sm

C13H4Cl5O4Sm as an isolated structure (wB97M-V/def2-TZVPD, the Open Molecules 2025 dataset).

Each line ends with the Löwdin charge.
Element x y z (Å)
Sm  0.0686  0.1252  -0.4573  1.805
Cl  4.0598  3.9040  -4.3372  0.673
C  2.7087  3.2983  -3.4633  -0.712
C  1.5050  3.9913  -3.4677  -0.712
Cl  1.3526  5.4597  -4.3490  0.674
C  0.4171  3.4900  -2.7516  -0.619
Cl  -1.0891  4.3221  -2.7393  0.718
C  0.5083  2.3049  -2.0277  -0.383
O  -0.5467  1.8322  -1.3358  -0.300
C  1.7422  1.5890  -2.0283  -0.380
O  1.8553  0.4348  -1.3378  -0.300
C  2.8170  2.1049  -2.7467  -0.619
Cl  4.2936  1.2218  -2.7248  0.718
Cl  -2.6987  -4.7143  4.5132  0.680
C  -1.9734  -3.4316  3.6071  -0.671
C  -1.3627  -2.3645  4.2953  -0.065
C  -0.7779  -1.3417  3.6048  0.010
C  -0.7590  -1.3050  2.1884  -0.324
O  -0.1849  -0.3123  1.5882  -0.219
C  -1.3906  -2.3968  1.4973  -0.124
C  -1.4598  -2.5070  0.0822  -0.144
O  -1.0061  -1.7155  -0.7745  -0.149
C  -1.9864  -3.4439  2.2474  -0.058
H  -1.3604  -2.3664  5.3772  0.115
H  -0.3013  -0.5149  4.1146  0.126
H  -1.9760  -3.4002  -0.2915  0.142
H  -2.4550  -4.2640  1.7167  0.119

Strongest force on any atom in hartree/bohr: 0.0492
Spin multiplicity: 6
Molar mass in g/mol: 551.80
HOMO energy (alpha / beta) in eV: -7.951 / -7.974

---

(3)
# C41H39I2N8O6Rb

C41H39I2N8O6Rb as an isolated structure (wB97M-V/def2-TZVPD, the Open Molecules 2025 dataset).

Each line ends with the Löwdin charge.
Element x y z (Å)
Rb  0.4400  0.3581  1.0345  0.942
O  -1.4307  2.2552  4.6340  -0.056
C  -0.4183  2.0529  3.9206  -0.562
N  0.3280  0.9795  3.7698  0.015
C  0.1443  -0.0628  4.7053  -0.225
C  0.2464  0.2325  6.0712  -0.058
C  0.1650  -0.7333  7.0582  -0.143
C  -0.0290  -2.0604  6.6886  -0.143
C  -0.1213  -2.3798  5.3459  -0.053
C  -0.0216  -1.4181  4.3285  -0.218
N  0.0430  -1.8266  2.9845  0.051
C  -0.7636  -2.7764  2.5579  -0.552
O  -1.7828  -3.2976  3.0765  -0.060
C  -0.3758  -3.3713  1.2092  -0.211
C  -0.4426  -4.7589  1.0554  -0.024
C  -0.0889  -5.3179  -0.1561  -0.091
C  0.3092  -4.4838  -1.1950  -0.072
C  0.3305  -3.1202  -0.9621  -0.144
N  -0.0063  -2.5741  0.2093  0.081
C  0.0537  3.2952  3.1555  -0.181
C  -0.1435  4.5315  3.7852  -0.021
C  0.2671  5.6879  3.1574  -0.096
C  0.8408  5.5982  1.8923  -0.097
C  0.9735  4.3398  1.3340  -0.151
N  0.6029  3.2143  1.9436  0.087
H  0.3751  1.2737  6.3430  0.102
H  0.2451  -0.4523  8.1034  0.075
H  -0.1069  -2.8408  7.4389  0.075
H  -0.2808  -3.4071  5.0442  0.098
H  -0.7814  -5.3566  1.8903  0.106
H  -0.1187  -6.3936  -0.2941  0.091
H  0.5943  -4.8752  -2.1632  0.093
H  0.6497  -2.4216  -1.7279  0.087
H  -0.6319  4.5336  4.7492  0.106
H  0.1386  6.6520  3.6380  0.091
H  1.1740  6.4768  1.3535  0.084
H  1.4136  4.2119  0.3498  0.091
C  1.6324  3.3933  -4.1172  -0.074
N  2.1336  2.9103  -2.8480  -0.131
C  3.5659  2.7076  -2.7178  -0.034
C  1.3257  2.4407  -1.8581  -0.448
O  1.7580  2.0276  -0.8033  -0.025
C  -0.1726  2.5131  -2.1463  -0.124
O  -0.8654  1.9750  -1.0586  -0.174
C  -2.2511  2.1161  -1.1518  -0.134
C  -2.8548  1.4039  0.0587  -0.428
O  -2.1364  0.7671  0.8000  -0.077
N  -4.1953  1.5039  0.2421  -0.138
C  -5.0861  2.0272  -0.7666  -0.056
C  -4.7972  0.7513  1.3293  -0.029
H  2.3894  4.0364  -4.5666  0.087
H  0.7333  3.9951  -3.9888  0.077
H  1.4217  2.5773  -4.8143  0.040
H  4.0710  3.6208  -2.3870  0.088
H  3.9718  2.3950  -3.6803  0.075
H  3.7506  1.9235  -1.9887  0.088
H  -0.3934  1.9628  -3.0713  0.140
H  -0.4567  3.5665  -2.2954  0.130
H  -2.6409  1.6572  -2.0736  0.134
H  -2.5341  3.1789  -1.1545  0.133
H  -4.6286  2.8473  -1.3158  0.076
H  -5.9811  2.4158  -0.2785  0.084
H  -5.3941  1.2559  -1.4820  0.097
H  -4.0244  0.4785  2.0417  0.099
H  -5.2662  -0.1620  0.9532  0.087
H  -5.5469  1.3714  1.8246  0.085
I  2.7353  -0.1952  -5.5617  0.837
C  3.6012  -0.7504  -3.7368  -0.654
C  4.9491  -1.1062  -3.7176  -0.280
C  5.5406  -1.5319  -2.5581  -0.693
I  7.5705  -2.0668  -2.6332  0.793
C  4.7891  -1.6318  -1.3551  -0.222
C  5.2954  -2.1188  -0.1289  -0.071
C  4.4837  -2.2134  0.9663  -0.050
C  3.1466  -1.7918  0.8580  -0.137
N  2.6616  -1.3094  -0.2606  0.084
C  3.4258  -1.2379  -1.3677  -0.135
C  2.7407  -0.7684  -2.6049  -0.491
O  1.5317  -0.4673  -2.6319  -0.092
H  5.5258  -1.0550  -4.6317  0.061
H  6.3310  -2.4304  -0.0738  0.045
H  4.8570  -2.5976  1.9069  0.100
H  2.4552  -1.8609  1.7012  0.093
N  -3.0289  -1.8095  -0.3770  0.143
C  -2.9893  -2.0326  -1.7422  -0.313
C  -2.1404  -1.2569  -2.5451  -0.036
C  -2.1184  -1.4276  -3.9174  -0.088
C  -2.9416  -2.3668  -4.5318  -0.128
C  -3.7864  -3.1355  -3.7397  -0.122
C  -3.8183  -2.9720  -2.3634  -0.052
H  -3.2396  -2.6012  0.2135  0.104
H  -2.2103  -1.3130  -0.0473  0.059
H  -1.4532  -0.5596  -2.0739  0.108
H  -1.4189  -0.8440  -4.5053  0.101
H  -2.9111  -2.5080  -5.6047  0.084
H  -4.4275  -3.8804  -4.1983  0.089
H  -4.4749  -3.5815  -1.7524  0.102

ΔE to the lowest compared entry with this formula, charge and spin in eV: 0.0000
Strongest force on any atom in hartree/bohr: 0.0164
Net charge: -2
Molar mass in g/mol: 1079.09
HOMO energy in eV: -1.320

---

(4)
# C20H50CdNO2P2Si4

C20H50CdNO2P2Si4 as an isolated structure (wB97M-V/def2-TZVPD, the Open Molecules 2025 dataset).

Each line ends with the Löwdin charge.
Element x y z (Å)
Cd  -0.9915  -0.4801  0.1412  1.050
P  -2.3342  -1.2752  1.9327  0.658
C  -3.9116  -1.4264  1.1508  -0.328
C  -4.3134  -0.6167  0.0863  -0.382
N  -3.3222  0.0355  -0.6277  -0.006
C  -3.6731  0.6443  -1.7546  -0.387
C  -4.9993  0.7871  -2.1820  -0.068
C  -6.0301  0.2031  -1.4450  -0.072
C  -5.6967  -0.5119  -0.3216  -0.032
C  -2.5718  1.2327  -2.6185  -0.251
P  -1.1103  0.2144  -2.8399  0.846
H  -6.4481  -1.0818  0.2258  0.113
H  -5.1713  1.4335  -3.0207  0.097
H  -7.0665  0.3219  -1.7535  0.115
H  -2.9507  1.2486  -3.6529  0.104
H  -2.2511  2.2318  -2.2600  0.111
H  -3.7881  -5.2805  -2.4298  0.047
H  -4.6985  -2.0947  1.5540  0.072
H  1.1158  -2.6399  -2.0238  0.000
O  -3.4159  -4.9629  -1.5705  -0.114
H  -3.5451  -5.7126  -0.9132  0.069
H  -0.3680  0.0437  -1.5918  -0.137
O  0.3872  -3.1455  -1.6480  -0.084
H  -0.2136  -3.3069  -2.4164  0.043
C  -1.6195  -1.2230  -3.7457  -0.187
H  -2.2680  -0.8250  -4.5308  0.074
H  -0.7502  -1.7101  -4.1885  0.064
H  -2.1814  -1.9425  -3.1436  0.072
C  0.1356  1.1715  -3.6521  -0.204
H  1.1035  0.6523  -3.6596  0.036
H  -0.2906  1.2766  -4.6549  0.076
H  0.2066  2.1337  -3.1289  0.063
C  -2.5231  -0.0950  3.2983  -0.269
H  -3.2980  -0.5031  3.9500  0.054
H  -1.6184  0.0583  3.8903  0.024
H  -2.8759  0.8620  2.9072  0.042
C  -1.9700  -2.8729  2.6892  -0.271
H  -1.2100  -2.7560  3.4603  0.024
H  -2.8758  -3.3094  3.1162  0.053
H  -1.6211  -3.5661  1.9237  0.044
C  1.2912  -1.5271  3.3149  -0.229
Si  2.5970  -0.8659  2.1513  0.276
C  3.8246  0.1554  3.1291  -0.205
C  3.4431  -2.2992  1.2872  -0.217
Si  1.5912  0.4808  0.5620  0.328
Si  1.1566  2.5923  1.4033  0.262
C  2.7799  3.4911  1.6860  -0.207
C  0.1165  3.5004  0.1284  -0.229
C  0.2340  2.4271  3.0266  -0.217
Si  3.2408  0.7709  -1.1158  0.312
C  4.9221  0.8192  -0.2820  -0.209
C  3.1166  -0.6777  -2.3006  -0.224
C  3.0486  2.4127  -2.0089  -0.207
H  1.7425  -1.6406  4.3087  0.043
H  0.9412  -2.5103  2.9856  0.023
H  0.4154  -0.8787  3.4195  -0.013
H  4.1206  -0.4645  3.9843  0.038
H  4.7216  0.4089  2.5579  0.022
H  3.4003  1.0850  3.5197  0.018
H  2.7206  -2.9448  0.7737  0.030
H  4.2001  -2.0022  0.5554  0.008
H  3.9394  -2.8962  2.0635  0.040
H  3.3730  3.6184  0.7736  0.017
H  2.5094  4.4875  2.0628  0.039
H  3.4117  3.0009  2.4349  0.021
H  -0.7545  2.9250  -0.2117  -0.002
H  -0.2491  4.4184  0.6105  0.038
H  0.6935  3.7871  -0.7586  0.015
H  -0.8409  2.2699  2.8745  0.012
H  0.6076  1.6168  3.6641  0.021
H  0.3674  3.3731  3.5700  0.039
H  5.2281  -0.1408  0.1504  0.020
H  5.6314  1.0887  -1.0797  0.040
H  4.9862  1.5832  0.5036  0.029
H  2.2143  -0.6697  -2.9227  -0.011
H  3.9804  -0.6018  -2.9744  0.044
H  3.1745  -1.6432  -1.7811  0.025
H  2.2669  2.3827  -2.7746  -0.006
H  2.8448  3.2598  -1.3435  0.011
H  4.0159  2.5943  -2.5002  0.043

ΔE to the lowest compared entry with this formula, charge and spin in eV: 0.3327
Strongest force on any atom in hartree/bohr: 0.0387
Net charge: +1
Molar mass in g/mol: 623.33
HOMO energy in eV: -8.951

---

Q: What is the molar mass in the third record?
A: 1079.09 g/mol

---

Q: The lowest molar mass belongs to which entry?
A: C13H4Cl5O4Sm

---

Q: The highest strongest force on any atom belongs to which entry?
A: C22H26AuBF4N8OS2

---

Q: The lowest molar mass belongs to which entry?
A: C13H4Cl5O4Sm